This record from the Open Molecules 2025 dataset describes a cluster of 9 separate species, C29H29Cl12N5 in total. The level of theory is ωB97M-V/def2-TZVPD.

XYZ file:
```
75
Properties=species:S:1:pos:R:3:lowdin_charge:R:1
Cl 3.5912 6.5846 -1.9140 0.535
C 3.7913 5.3715 -0.6438 -1.470
Cl 2.7198 3.9468 -0.8712 0.564
Cl 3.4481 6.0143 1.0155 0.473
H 4.8478 5.1041 -0.6247 0.014
Cl 0.3733 0.2586 -5.1513 0.579
C 0.8732 -1.3760 -4.7296 -1.553
Cl 1.2753 -2.2386 -6.2157 0.522
Cl -0.2847 -2.3334 -3.8214 0.580
H 1.8366 -1.3502 -4.2203 0.005
Cl 5.4041 -2.2470 3.1789 0.513
C 5.8825 -2.8544 1.5489 -1.482
Cl 6.0805 -1.4891 0.4716 0.559
Cl 4.5255 -3.8102 0.9628 0.550
H 6.7816 -3.4686 1.4975 0.029
Cl -1.6147 4.5924 0.7862 0.520
C -0.9710 5.4850 2.1892 -1.475
Cl 0.2692 4.4886 2.8953 0.542
Cl -2.3877 5.6593 3.2847 0.520
H -0.5339 6.3989 1.7869 0.026
C 2.8926 0.0818 -0.1167 -0.073
C 2.3773 1.1346 0.6457 -0.114
C 1.0228 1.5053 0.4345 -0.195
N 0.2002 0.8367 -0.4074 0.078
C 0.6998 -0.2784 -0.9989 -0.153
C 2.0282 -0.6788 -0.9500 -0.062
H 3.9427 -0.1708 -0.1266 0.033
H 3.0474 1.8405 1.1138 0.087
H 0.7148 2.5078 0.6925 0.043
H 0.0124 -0.8688 -1.5865 0.053
H 2.3809 -1.5288 -1.5153 0.098
C 1.5634 -1.4520 2.9018 -0.086
C 0.3834 -0.6567 2.9604 -0.050
C -0.8413 -1.2839 3.1855 -0.103
N -0.9580 -2.6526 3.4322 0.067
C 0.2077 -3.3299 3.5369 -0.158
C 1.4658 -2.7790 3.2670 -0.114
H 2.5724 -1.1147 2.7157 0.074
H 0.4392 0.4068 2.7807 0.082
H -1.7212 -0.6612 3.1187 0.076
H 0.1444 -4.4048 3.4530 0.101
H 2.3215 -3.4329 3.3480 0.081
C -1.9691 1.9396 -3.1060 -0.089
C -2.7973 1.0793 -3.8844 -0.105
C -4.0564 1.4254 -4.3934 -0.106
N -4.5317 2.7076 -4.0889 0.034
C -3.7214 3.5815 -3.4704 -0.146
C -2.4926 3.1956 -2.8565 -0.077
H -0.9721 1.7370 -2.7436 0.069
H -2.4690 0.1390 -4.3021 0.055
H -4.5786 0.7162 -5.0185 0.096
H -4.1263 4.5827 -3.4769 0.095
H -1.9176 3.9210 -2.3000 0.075
C 1.4481 -4.6524 -0.6108 -0.089
C 0.8047 -5.5027 -1.5644 -0.048
C -0.5928 -5.3026 -1.6981 -0.179
N -1.3638 -4.3826 -1.0646 0.063
C -0.6596 -3.6672 -0.1393 -0.129
C 0.7507 -3.6202 -0.0252 -0.091
H 2.5227 -4.6730 -0.5049 0.037
H 1.3073 -6.2263 -2.1889 0.094
H -1.0983 -5.7828 -2.5230 0.093
H -1.2317 -3.1012 0.5809 0.091
H 1.1983 -2.9070 0.6511 0.071
C -3.7577 0.1583 1.3803 -0.087
C -2.9101 1.2116 1.2550 -0.100
C -2.7548 1.9492 2.4043 -0.166
N -3.4925 1.7794 3.5794 0.062
C -4.3817 0.7958 3.6053 -0.185
C -4.5818 -0.0640 2.5302 -0.053
H -3.8429 -0.6218 0.6383 0.103
H -2.2480 1.3118 0.4077 0.081
H -1.9213 2.6186 2.5583 0.026
H -4.9927 0.6940 4.4899 0.098
H -5.3744 -0.7967 2.5685 0.096
```

## Properties
Net charge = 0
HOMO level = -9.15 eV
E = -188259.5569 eV
SMILES string = ClC(Cl)Cl.ClC(Cl)Cl.ClC(Cl)Cl.ClC(Cl)Cl.c1ccncc1.c1ccncc1.c1ccncc1.c1ccncc1.c1ccncc1
HOMO-LUMO gap = 9.1 eV
LUMO = 0.000 Ha